Model one:
2 unconnected molecules or ions with the total composition C2H4FOP, computed with ωB97M-V/def2-TZVPD.

XYZ file:
```
9
Properties=species:S:1:pos:R:3:mulliken_charge:R:1
C 0.490 0.315 0.156 0.42
C 0.317 -0.679 -0.969 -0.81
O 1.509 0.250 0.863 -0.53
F -0.376 2.154 1.788 -0.22
P -0.848 1.512 0.394 0.24
H -0.693 -0.313 -1.452 0.29
H 1.286 -0.679 -1.432 0.32
H 0.054 -1.647 -0.513 0.28
H -1.739 -0.912 1.165 0.01
```

Properties
- Kohn-Sham gap (alpha / beta): 8.14 / 7.61 eV
- Molar mass: 94.0 g mol⁻¹
- Total charge: 0

***

Model two:
2 unconnected molecules or ions with the total composition C2H4FOP, computed with ωB97M-V/def2-TZVPD.

XYZ file:
```
9
Properties=species:S:1:pos:R:3:mulliken_charge:R:1
C -0.857 -0.237 -1.290 0.52
C -0.882 -0.054 0.275 -0.86
O -1.197 -1.251 -1.840 -0.47
F -0.387 0.288 -3.641 -0.19
P 0.076 0.925 -2.288 0.15
H -1.705 -0.613 0.731 0.29
H 0.226 -0.433 0.472 0.25
H -1.007 1.003 0.597 0.32
H 3.192 0.497 -1.834 0.00
```

Properties
- Kohn-Sham gap (alpha / beta): 7.75 / 8.64 eV
- Molar mass: 94.0 g mol⁻¹
- Total charge: 0

***

Least stable: model two

***

Model one:
A molecular structure, ClLi2, computed with ωB97M-V/def2-TZVPD.

XYZ file:
```
3
Properties=species:S:1:pos:R:3:mulliken_charge:R:1
Li -7.998 -9.992 -9.820 0.91
Li -4.894 -9.810 -10.567 0.91
Cl -6.231 -10.673 -9.425 -0.82
```

Properties
- Kohn-Sham gap: 11.29 eV
- Molar mass: 49.3 g mol⁻¹
- Total charge: +1

***

Model two:
A molecular structure, ClLi2, computed with ωB97M-V/def2-TZVPD.

XYZ file:
```
3
Properties=species:S:1:pos:R:3:mulliken_charge:R:1
Li -16.316 9.295 11.415 0.91
Li -13.756 10.798 11.765 0.91
Cl -15.460 10.344 13.413 -0.82
```

Properties
- Kohn-Sham gap: 9.03 eV
- Molar mass: 49.3 g mol⁻¹
- Total charge: +1

***

Least stable: model two

***

Model one:
A gas-phase ion, C4H12N4 (charge +2), computed with ωB97M-V/def2-TZVPD.

XYZ file:
```
20
Properties=species:S:1:pos:R:3:mulliken_charge:R:1
C 0.871 -0.735 -0.248 0.11
C -3.275 -0.721 0.301 -1.04
C 3.175 -0.689 0.037 -0.82
C -2.556 0.541 -0.096 -0.32
N -0.368 -0.375 -0.088 -0.13
N 1.969 0.056 -0.121 0.46
N 2.001 1.316 0.197 -0.55
N -1.017 0.644 -0.374 0.20
H 1.148 -1.705 -0.468 0.40
H -3.077 -0.795 1.324 0.34
H -4.301 -0.648 0.179 0.40
H -2.852 -1.544 -0.281 0.33
H 3.344 -1.641 -0.591 0.38
H 3.896 0.067 -0.345 0.35
H 3.436 -1.053 1.165 0.38
H -2.776 1.318 0.687 0.32
H -3.124 1.016 -1.012 0.34
H 1.367 1.945 -0.243 0.21
H 2.726 1.476 0.874 0.29
H -0.589 1.526 -0.895 0.35
```

Properties
- Kohn-Sham gap (alpha / beta): 7.74 / 7.74 eV
- Molar mass: 116.2 g mol⁻¹
- Total charge: +2

***

Model two:
A gas-phase ion, C4H12N4 (charge +2), computed with ωB97M-V/def2-TZVPD.

XYZ file:
```
20
Properties=species:S:1:pos:R:3:mulliken_charge:R:1
C -0.825 0.034 -0.184 0.27
C 3.548 0.001 -0.077 -1.36
C -2.929 1.083 -0.077 -0.74
C 2.035 0.273 0.184 -0.01
N -0.082 -1.049 -0.071 -0.51
N -2.140 -0.061 -0.075 0.55
N -2.682 -1.189 0.060 -0.44
N 1.289 -0.916 0.059 0.25
H -0.494 1.164 -0.376 0.13
H 4.123 -0.757 0.616 0.38
H 3.663 -0.304 -1.137 0.39
H 4.168 0.836 0.172 0.38
H -2.243 1.898 0.198 0.36
H -3.344 1.285 -0.986 0.38
H -3.647 1.000 0.743 0.38
H 1.446 1.100 -0.478 0.31
H 2.045 0.623 1.160 0.32
H -2.059 -2.027 0.137 0.32
H -3.657 -1.133 0.107 0.26
H 1.786 -1.862 0.025 0.40
```

Properties
- Kohn-Sham gap (alpha / beta): 7.66 / 7.78 eV
- Molar mass: 116.2 g mol⁻¹
- Total charge: +2

***

Model three:
A gas-phase ion, C4H12N4 (charge +2), computed with ωB97M-V/def2-TZVPD.

XYZ file:
```
20
Properties=species:S:1:pos:R:3:mulliken_charge:R:1
C -0.370 0.316 -0.317 0.20
C -2.380 -1.840 0.645 -1.18
C 2.396 2.083 -1.986 -0.66
C -1.527 -0.861 1.387 -0.41
N 0.468 0.913 -1.164 -0.24
N -0.317 -0.374 0.773 0.45
N 0.916 -0.821 1.332 -0.48
N 1.532 1.545 -0.926 0.20
H -1.329 0.420 -0.776 0.40
H -2.025 -2.838 0.413 0.38
H -3.351 -2.056 1.207 0.35
H -2.647 -1.552 -0.392 0.36
H 3.362 2.111 -1.615 0.35
H 2.337 1.375 -2.873 0.33
H 1.881 3.016 -2.408 0.34
H -2.191 -0.020 1.413 0.32
H -1.364 -1.257 2.382 0.42
H 1.786 -0.528 0.859 0.21
H 1.055 -1.553 1.955 0.25
H 1.769 1.922 0.092 0.41
```

Properties
- Kohn-Sham gap (alpha / beta): 7.47 / 7.46 eV
- Molar mass: 116.2 g mol⁻¹
- Total charge: +2

***

Least stable: model one